{"formula": "C13H14N4O2S3", "method": "ωB97M-V/def2-TZVPD", "lumo_ev": -0.582, "e_homo_ev": -8.3, "total_charge": 0, "relative_energy_kcal_mol": 12.3, "smiles": "Cc1nc(NC(=S)NC(=O)c2cccs2)sc1C(=O)N(C)C", "orbital_gap_ev": 7.73, "species": ["C", "C", "N", "C", "N", "C", "S", "N", "C", "O", "C", "C", "C", "C", "S", "S", "C", "C", "O", "N", "C", "C", "H", "H", "H", "H", "H", "H", "H", "H", "H", "H", "H", "H", "H", "H"], "xyz": [[3.1696, 2.0828, -1.6733], [1.9256, 1.7544, -0.9286], [0.8994, 2.6407, -0.9352], [-0.1233, 2.2188, -0.2791], [-1.2313, 2.9988, -0.0917], [-2.4545, 2.6665, 0.3878], [-3.4482, 3.8066, 1.0262], [-2.8517, 1.3461, 0.3396], [-2.6434, 0.4974, -0.7453], [-1.9801, 0.8164, -1.7055], [-3.2806, -0.8078, -0.6183], [-3.2002, -1.8116, -1.5503], [-3.8967, -2.9702, -1.1682], [-4.4985, -2.8405, 0.0462], [-4.2277, -1.3044, 0.7506], [0.1079, 0.6653, 0.5059], [1.7123, 0.6263, -0.1780], [2.6026, -0.5536, -0.0895], [3.1502, -0.9839, -1.0919], [2.7739, -1.1209, 1.1265], [2.2859, -0.5822, 2.3710], [3.5289, -2.3483, 1.2244], [3.7469, 1.1810, -1.8501], [3.7686, 2.7939, -1.1047], [2.9042, 2.5447, -2.6205], [-1.0865, 3.9837, -0.2862], [-3.6253, 1.1293, 0.9572], [-2.6531, -1.6974, -2.4683], [-3.9514, -3.8619, -1.7657], [-5.0904, -3.5610, 0.5756], [1.3235, -1.0229, 2.6489], [2.1726, 0.4982, 2.3065], [3.0092, -0.8058, 3.1562], [3.8016, -2.6597, 0.2181], [2.9229, -3.1236, 1.6977], [4.4370, -2.1950, 1.8120]], "forces_ev_per_angstrom": [[0.0, -0.1, 0.0], [0.3, -0.9, 0.5], [-0.6, 0.8, -0.2], [0.6, -1.3, 0.5], [-0.4, 0.3, -0.2], [-0.2, 0.6, 0.1], [-0.2, 0.1, 0.1], [0.3, -0.2, 0.1], [0.2, 0.2, -0.4], [-0.3, -0.1, 0.0], [-0.4, -0.7, 0.1], [0.1, 0.5, 0.2], [-0.1, -0.1, 0.1], [0.0, 0.3, 0.2], [0.2, -0.2, -0.5], [0.3, 0.6, -0.3], [-0.4, 0.5, -0.2], [0.1, 0.0, -0.2], [0.1, -0.1, -0.2], [0.1, -0.2, 0.2], [-0.1, 0.2, 0.2], [0.1, -0.2, -0.2], [0.1, 0.0, 0.0], [0.0, 0.1, 0.0], [0.0, 0.0, -0.1], [-0.1, -0.2, 0.1], [0.1, 0.2, -0.1], [0.1, 0.1, -0.1], [0.0, -0.2, -0.1], [-0.1, -0.2, 0.1], [0.0, 0.0, 0.1], [0.0, -0.1, 0.1], [0.0, 0.0, 0.0], [0.0, 0.0, 0.1], [0.0, 0.0, 0.0], [0.0, 0.0, 0.0]]}

=====

{"formula": "C38H32N2O2RhS", "method": "ωB97M-V/def2-TZVPD", "lumo_ev": [-2.673, -4.904], "e_homo_ev": [-10.9, -11.2], "total_charge": 1, "relative_energy_kcal_mol": 0.0, "multiplicity": 5, "orbital_gap_ev": [8.28, 6.28], "species": ["Rh", "O", "C", "C", "C", "C", "C", "C", "C", "C", "C", "O", "C", "C", "C", "C", "C", "C", "C", "C", "C", "C", "C", "C", "N", "C", "C", "C", "C", "C", "C", "C", "C", "C", "C", "C", "C", "H", "H", "H", "H", "H", "H", "H", "H", "H", "H", "H", "H", "H", "H", "H", "H", "H", "H", "H", "H", "H", "H", "H", "H", "H", "H", "H", "S", "C", "N", "C", "C", "C", "C", "H", "H", "H", "H", "H"], "xyz": [[0.1577, 0.5497, 0.6751], [1.3654, 1.9001, 0.1096], [2.3264, 2.0408, -0.9182], [2.8049, 0.6062, -1.2218], [1.7341, -0.1970, -1.9071], [1.8780, -0.5064, -3.2501], [0.8841, -1.2137, -3.8989], [-0.2144, -1.6316, -3.1690], [-0.3050, -1.3136, -1.8237], [-1.4344, -1.8877, -1.0118], [-2.3753, -0.8819, -0.3151], [-1.6703, -0.2890, 0.7514], [-2.8540, 0.1844, -1.2977], [-2.8327, 1.5326, -0.9699], [-3.3296, 2.4843, -1.8533], [-3.8493, 2.0958, -3.0765], [-3.8750, 0.7478, -3.4128], [-3.3880, -0.1976, -2.5273], [-3.5777, -1.6079, 0.3091], [-4.6939, -0.8688, 0.6992], [-5.7560, -1.4692, 1.3583], [-5.7318, -2.8308, 1.6282], [-4.6310, -3.5797, 1.2395], [-3.5596, -2.9705, 0.5959], [0.6442, -0.5798, -1.2134], [1.7093, 2.6255, -2.1842], [2.5501, 2.9561, -3.2452], [2.0206, 3.3682, -4.4566], [0.6450, 3.4564, -4.6227], [-0.1974, 3.1480, -3.5650], [0.3332, 2.7378, -2.3488], [3.4205, 2.9355, -0.3522], [4.6663, 2.4570, 0.0277], [5.6122, 3.3165, 0.5733], [5.3145, 4.6571, 0.7522], [4.0657, 5.1408, 0.3811], [3.1284, 4.2858, -0.1696], [3.0985, 0.1300, -0.2834], [3.6764, 0.6461, -1.8742], [2.7607, -0.1726, -3.7760], [0.9697, -1.4473, -4.9516], [-1.0008, -2.2141, -3.6270], [-0.9770, -2.5069, -0.2354], [-2.0167, -2.5478, -1.6526], [-2.4625, 1.8403, 0.0007], [-3.3140, 3.5308, -1.5758], [-4.2423, 2.8331, -3.7644], [-4.2899, 0.4352, -4.3621], [-3.4482, -1.2480, -2.7884], [-4.7397, 0.1895, 0.4785], [-6.6116, -0.8722, 1.6455], [-6.5685, -3.3048, 2.1240], [-4.6022, -4.6450, 1.4298], [-2.7257, -3.5979, 0.3096], [3.6256, 2.9002, -3.1161], [2.6829, 3.6271, -5.2725], [0.2335, 3.7779, -5.5704], [-1.2695, 3.2270, -3.6835], [-0.3249, 2.5209, -1.5130], [4.9246, 1.4133, -0.0961], [6.5828, 2.9326, 0.8582], [6.0523, 5.3247, 1.1768], [3.8261, 6.1870, 0.5177], [2.1587, 4.6653, -0.4684], [0.7094, -0.0349, 2.9812], [-0.4853, -1.0285, 3.7506], [-1.6846, -1.2736, 3.1927], [-2.6658, -1.9556, 3.8105], [-2.4725, -2.4519, 5.0695], [-1.2331, -2.2413, 5.6801], [-0.2420, -1.5410, 5.0297], [-1.8339, -0.9032, 2.2256], [-3.5808, -2.0778, 3.2467], [-3.2593, -2.9947, 5.5700], [-1.0505, -2.6338, 6.6718], [0.7225, -1.3649, 5.4815]], "forces_ev_per_angstrom": [[-0.3, 0.1, 0.4], [-0.2, -0.1, 0.0], [-0.1, 0.0, 0.0], [0.0, -0.1, 0.0], [0.0, 0.0, 0.0], [0.0, 0.0, -0.1], [0.0, 0.0, 0.1], [0.1, 0.0, 0.0], [-0.2, 0.0, 0.0], [0.0, 0.0, 0.1], [0.0, -0.1, -0.2], [0.1, 0.2, 0.0], [-0.1, -0.1, -0.1], [0.0, 0.0, 0.1], [0.0, 0.0, 0.0], [0.0, 0.0, 0.0], [0.0, 0.0, 0.0], [0.0, 0.0, 0.0], [0.0, 0.0, 0.1], [0.0, 0.0, 0.0], [0.0, 0.0, 0.0], [0.0, -0.1, 0.0], [-0.1, 0.0, 0.0], [0.0, -0.1, -0.1], [0.2, -0.1, -0.2], [-0.1, 0.1, -0.1], [0.0, 0.0, 0.1], [0.0, 0.0, 0.0], [-0.1, 0.0, 0.0], [0.1, 0.0, 0.0], [0.1, 0.0, 0.2], [0.1, 0.0, 0.0], [0.0, 0.0, 0.0], [0.0, 0.0, 0.0], [0.0, 0.0, 0.0], [0.0, 0.0, 0.0], [0.0, 0.0, 0.0], [0.0, 0.0, 0.0], [0.0, 0.0, 0.0], [0.0, 0.0, 0.0], [0.0, 0.0, 0.0], [0.0, 0.0, 0.0], [-0.1, 0.0, 0.0], [0.0, 0.0, 0.0], [0.0, 0.0, 0.0], [0.0, 0.0, 0.0], [0.0, 0.0, 0.0], [0.0, 0.0, 0.0], [0.0, 0.0, 0.0], [0.0, 0.0, 0.0], [0.0, 0.0, 0.0], [0.0, 0.0, 0.0], [0.0, 0.0, 0.0], [0.0, 0.1, 0.0], [0.0, 0.0, 0.0], [0.0, 0.0, 0.0], [0.0, 0.0, 0.0], [0.0, 0.0, 0.0], [0.0, 0.0, -0.2], [0.0, 0.0, 0.0], [0.0, 0.0, 0.0], [0.0, 0.0, 0.0], [0.0, 0.0, 0.0], [0.0, 0.0, 0.0], [0.2, 0.0, -0.1], [0.0, 0.0, 0.0], [0.1, 0.0, 0.1], [-0.1, 0.0, 0.0], [0.0, 0.0, 0.0], [0.0, 0.0, 0.0], [-0.1, 0.0, 0.0], [-0.1, 0.0, -0.1], [0.0, 0.0, 0.0], [0.0, 0.0, 0.0], [0.0, 0.0, 0.0], [0.0, 0.0, 0.0]]}

=====

{"formula": "C12H23NO4S2Si", "method": "ωB97M-V/def2-TZVPD", "lumo_ev": -0.675, "e_homo_ev": -8.6, "total_charge": 0, "smiles": "[SiH3]CCCSC(=S)N1CCOCC1.C[C@@H]1COC(=O)O1", "orbital_gap_ev": 7.88, "species": ["Si", "C", "C", "C", "S", "C", "S", "N", "C", "C", "O", "C", "C", "H", "H", "H", "H", "H", "H", "H", "H", "H", "H", "H", "H", "H", "H", "H", "H", "H", "C", "C", "C", "O", "C", "O", "O", "H", "H", "H", "H", "H", "H"], "xyz": [[-0.3493, 2.4365, 5.9941], [-1.1210, 3.4523, 4.5517], [-2.6236, 2.9207, 4.0778], [-2.5781, 2.1261, 2.6083], [-1.1724, 0.8836, 2.4868], [-1.4430, -0.1735, 0.9647], [-3.0604, -0.6996, 0.6253], [-0.3848, -0.6489, -0.0057], [-0.2795, 0.2182, -1.2397], [0.6390, 1.5343, -0.8635], [2.0393, 1.0292, -0.7447], [2.0391, 0.3077, 0.5402], [0.9498, -0.9112, 0.6527], [0.6372, 3.1963, 6.8020], [-1.3536, 1.8024, 6.8838], [0.4349, 1.3376, 5.3816], [-0.4597, 3.4705, 3.5593], [-1.2552, 4.5815, 4.8773], [-3.3976, 3.8043, 3.9467], [-3.0834, 2.1263, 4.8380], [-2.4319, 2.9047, 1.7431], [-3.6569, 1.6501, 2.4623], [-1.3554, 0.5630, -1.5881], [0.3001, -0.3775, -2.0717], [0.5124, 2.3524, -1.6907], [0.3333, 1.8863, 0.2168], [3.1156, -0.2012, 0.6274], [2.0005, 1.0720, 1.4567], [0.8068, -1.1630, 1.8086], [1.4304, -1.8853, 0.1714], [1.1790, -3.5205, -2.9340], [0.7661, -3.3688, -4.3839], [1.9187, -3.3685, -5.3423], [1.4080, -2.6209, -6.4321], [0.4739, -1.7710, -5.9095], [-0.0339, -0.8432, -6.5172], [0.1860, -2.0949, -4.6125], [1.5610, -4.5263, -2.7357], [1.9537, -2.7938, -2.6644], [0.3276, -3.3289, -2.2726], [0.0204, -4.1291, -4.6468], [2.1997, -4.3759, -5.6618], [2.8072, -2.8540, -4.9592]], "forces_ev_per_angstrom": [[0.2, -0.1, -0.9], [-1.3, 1.5, -1.4], [0.1, -1.2, -0.4], [-2.0, 1.2, -0.3], [0.0, -0.3, -0.9], [-2.5, -1.1, -1.8], [3.2, 1.3, 0.6], [-0.4, 1.4, 2.4], [0.4, 1.3, -0.2], [-0.6, -1.1, -0.1], [-2.2, -0.1, 1.7], [1.8, -0.6, 0.8], [1.1, -0.2, 0.5], [-0.2, 0.2, -0.1], [-0.1, 0.3, -0.1], [-0.1, -0.1, 0.0], [-1.2, 0.0, 2.3], [0.4, -2.2, -0.6], [1.7, -1.8, 0.3], [1.0, 1.9, -1.5], [-0.2, -1.5, 1.7], [2.5, 0.7, 0.2], [2.3, -1.0, 0.7], [-1.3, 1.1, 1.6], [0.7, -1.5, 1.7], [0.3, -0.2, -2.3], [-2.3, 1.1, -0.3], [-0.4, -1.5, -2.0], [0.2, 0.6, -2.5], [-1.1, 2.1, 0.8], [-0.2, 0.3, 0.3], [0.3, -0.7, 1.2], [0.6, -0.7, -0.2], [-0.7, 0.7, 0.1], [-1.1, 2.1, -1.3], [1.2, -2.2, 1.4], [0.1, 0.5, -1.0], [-0.1, 0.1, -0.1], [0.0, -0.1, -0.2], [0.1, -0.2, -0.1], [0.1, 0.0, -0.1], [-0.1, 0.2, -0.1], [-0.1, -0.1, 0.2]]}

=====

{"formula": "C8H14O3", "method": "ωB97M-V/def2-TZVPD", "lumo_ev": 0.551, "e_homo_ev": -9.6, "total_charge": 0, "relative_energy_kcal_mol": 59.3, "smiles": "C=C(C=O)CC.COCC=O", "orbital_gap_ev": 10.16, "species": ["C", "C", "C", "O", "C", "C", "H", "H", "H", "H", "H", "H", "H", "H", "C", "O", "C", "C", "O", "H", "H", "H", "H", "H", "H"], "xyz": [[3.9589, -1.0364, -0.4251], [2.9063, -0.2756, -0.1324], [2.8921, 1.1919, -0.4588], [1.9838, 1.9753, -0.2704], [1.6150, -0.7913, 0.4341], [1.1988, -0.2580, 1.8205], [4.8971, -0.6258, -0.8266], [3.9223, -2.1023, -0.2250], [3.8578, 1.5345, -0.9258], [0.8109, -0.5797, -0.2806], [1.7199, -1.8799, 0.4882], [0.3439, -0.8250, 2.2022], [0.8862, 0.8005, 1.7595], [2.0319, -0.3748, 2.5390], [-3.6898, 1.2886, 0.0287], [-2.9160, 0.3344, 0.7560], [-3.1267, -0.9446, 0.1992], [-2.1851, -1.1334, -0.9520], [-1.4167, -0.2947, -1.3340], [-3.6119, 2.2858, 0.4843], [-4.7585, 1.0174, 0.1203], [-3.4055, 1.3565, -1.0320], [-2.9169, -1.7082, 0.9545], [-4.1565, -1.1286, -0.1435], [-2.2460, -2.1361, -1.4138]], "forces_ev_per_angstrom": [[0.3, 0.4, 0.1], [-0.9, 0.8, 0.1], [0.7, 0.4, -0.2], [0.7, -1.0, -0.1], [-0.3, -0.6, 0.1], [0.3, 0.3, -0.1], [-0.6, -0.1, 0.1], [0.1, 0.1, 0.0], [-0.4, 0.0, 0.2], [0.1, 0.0, 0.1], [-0.2, 0.0, 0.0], [0.1, 0.0, -0.1], [0.3, -0.5, 0.1], [-0.4, 0.2, -0.3], [-0.6, 0.3, 0.3], [-0.9, 0.0, -0.2], [0.5, 0.7, 0.4], [0.1, -0.3, -0.2], [-0.1, -0.2, -0.1], [0.4, -0.4, 0.0], [0.3, 0.0, -0.3], [0.0, -0.1, 0.3], [0.1, 0.0, 0.0], [0.0, 0.2, 0.0], [0.1, -0.1, -0.2]]}